(1)
This record from OMol25 describes an isolated ion of composition C7H14BN2O2 and charge +1 at a distorted geometry. The level of theory is ωB97M-V with the def2-TZVPD basis set.

Values from the calculation:
- HOMO energy (eV) = -13.670
- HOMO-LUMO gap (hartree) = 0.37247
- net charge = +1
- spin multiplicity = 1

Each line ends with the Mulliken charge.
Atoms and positions in Å:
B (0.946039, -0.700798, 0.793099)  0.9862
C (-2.807883, 0.913560, 1.033136)  -0.6630
C (-3.438800, 0.145848, 0.095945)  -0.5128
C (-1.388957, 0.787428, 1.080864)  -0.1848
C (-2.683308, -0.681115, -0.719409)  -0.2076
C (-0.716512, -0.173197, 0.355403)  -0.1772
C (2.030667, -0.140492, -1.741810)  -1.0053
C (1.697060, 1.460062, -0.130011)  -0.9311
N (-1.431410, -0.860966, -0.540143)  0.0613
N (1.949802, 0.074500, -0.284017)  -0.1335
O (1.445765, -0.226072, 1.963367)  -0.6452
O (0.796943, -2.141211, 0.444339)  -0.7437
H (-3.357840, 1.471172, 1.688457)  0.5274
H (-4.493155, 0.356970, -0.135121)  0.3548
H (-0.773491, 1.439454, 1.625619)  0.5122
H (-3.257208, -1.125903, -1.524127)  0.3852
H (1.770650, -1.211086, -1.950965)  0.3337
H (1.461957, 0.581679, -2.297033)  0.3497
H (3.041275, -0.074529, -1.966437)  0.4158
H (2.085306, 2.046339, -0.987814)  0.4380
H (0.566156, 1.562608, -0.298655)  0.3324
H (2.222696, 1.742803, 0.827380)  0.3151
H (-0.980023, -1.581502, -1.147858)  0.2970
H (2.941117, -0.140678, 0.021940)  0.3624
H (1.278226, -0.791610, 2.701835)  0.2941
H (1.094930, -2.733272, 1.092023)  0.2389

Atoms 1-3, force components in eV/Å:
B -2.03 -1.64 -3.36
C 3.10 -1.79 -1.11
C -0.71 0.55 -0.79



(2)
This record from OMol25 describes a 2-piece molecular cluster, CH4N5 overall at a distorted geometry. The level of theory is ωB97M-V with the def2-TZVPD basis set.

Values from the calculation:
- HOMO energy (eV) = -16.099
- HOMO-LUMO gap (hartree) = 0.44888
- net charge = +1
- spin multiplicity = 1

Each line ends with the Mulliken charge.
Atoms and positions in Å:
C (0.056618, 0.049154, -0.706123)  0.5795
N (4.061322, -0.128447, -0.141420)  -0.1092
N (1.012948, -0.702117, -1.002207)  -0.3558
N (3.315743, -0.343997, 0.634868)  0.1033
N (0.342887, -1.045072, 0.304928)  -0.1244
N (-0.767128, 1.069203, -0.857858)  -0.3597
H (0.970119, -0.903602, 1.142694)  0.3564
H (-0.047550, -2.005843, 0.208717)  0.3398
H (-0.836566, 1.801115, -1.669713)  0.3205
H (-1.536019, 1.048699, -0.323917)  0.2497

Atoms 1-3, force components in eV/Å:
C 0.47 -1.03 0.32
N -0.84 -0.26 1.05
N 0.20 0.88 -0.80



(3)
This record from OMol25 describes C27H35Cl3GeN6O6PReS2Te as an isolated structure at a distorted geometry. The level of theory is ωB97M-V with the def2-TZVPD basis set.

Values from the calculation:
- HOMO energy (alpha / beta) (eV) = -12.628 / -12.646
- HOMO-LUMO gap (alpha / beta) (hartree) = 0.25219 / 0.22955
- net charge = +2
- spin multiplicity = 3

Each line ends with the Mulliken charge.
Atoms and positions in Å:
Re (0.647213, 1.191349, 0.065933)  1.8249
N (1.078328, -0.134290, 1.731889)  0.1329
C (1.694602, 0.573994, 2.834810)  0.4006
C (2.323308, -0.029091, 3.881920)  -0.5603
C (2.816224, 0.750774, 4.952771)  -0.9318
C (2.650953, 2.105412, 4.960129)  -0.9559
C (2.005039, 2.751463, 3.877134)  0.6214
C (1.818102, 4.149585, 3.799210)  -0.7300
C (1.212718, 4.693325, 2.700692)  -1.1269
C (0.792785, 3.849430, 1.662287)  -0.5757
N (0.944548, 2.533465, 1.696664)  1.1559
C (1.539612, 1.971738, 2.805838)  0.4321
H (0.113218, -0.371803, 2.045464)  -0.1695
H (1.577104, -0.994782, 1.518206)  0.3555
H (2.432161, -1.106034, 3.905675)  0.5034
H (3.314466, 0.259322, 5.775797)  0.4498
H (3.014219, 2.702042, 5.785461)  0.5016
H (2.159690, 4.778031, 4.612171)  0.5119
H (1.054336, 5.757244, 2.605504)  0.5328
H (0.312102, 4.261737, 0.785790)  0.3779
N (0.634956, -4.454447, -6.443793)  -0.4953
C (0.660158, -3.336508, -5.675873)  0.9551
C (1.815894, -2.990865, -4.951620)  -0.6624
C (1.838118, -1.864114, -4.162187)  -0.8199
C (0.699487, -1.065997, -4.069871)  -0.1142
C (-0.455825, -1.388954, -4.781825)  -0.3827
C (-0.474096, -2.513697, -5.573347)  -0.9018
S (0.717791, 0.399555, -3.159766)  1.0353
O (-0.667813, 0.748832, -2.825603)  -0.4293
O (1.491848, 1.433049, -3.785948)  -0.6595
N (1.386521, 0.090388, -1.661658)  0.0482
C (2.675705, 0.633154, -1.517977)  0.2345
N (3.731893, 0.381493, -2.253279)  -0.4133
C (4.827491, 1.070996, -1.944606)  -0.4867
C (4.883315, 1.992260, -0.899487)  -0.8611
C (3.746038, 2.157540, -0.142470)  0.0702
N (2.650716, 1.457282, -0.455788)  0.0156
H (1.479948, -4.966567, -6.624183)  0.2025
H (-0.141448, -4.632134, -7.055873)  0.2035
H (2.699157, -3.610753, -5.030947)  0.3721
H (2.742173, -1.594147, -3.634044)  0.3810
H (-1.334430, -0.763107, -4.708366)  0.5184
H (-1.366942, -2.765123, -6.130788)  0.3716
H (5.699902, 0.879934, -2.557073)  0.4588
H (5.783925, 2.544183, -0.681225)  0.4431
H (3.687769, 2.826430, 0.706439)  0.4683
O (-1.397866, 0.294343, 2.857158)  -0.8983
S (-1.931720, 1.393456, 1.960876)  1.6087
C (-2.341110, 2.784601, 3.059085)  -0.9264
C (-3.868799, 2.888765, 3.137550)  -0.7021
C (-4.417674, 1.492229, 2.855766)  -0.8288
C (-3.659729, 1.021386, 1.620193)  -0.3418
H (-1.865180, 3.687095, 2.679671)  0.2444
H (-1.883045, 2.494414, 4.005404)  0.4869
H (-4.225873, 3.585308, 2.377472)  0.2847
H (-4.181133, 3.270631, 4.107813)  0.3869
H (-5.493279, 1.490963, 2.687592)  0.4529
H (-4.206354, 0.822134, 3.691484)  0.2929
H (-3.933635, 1.587803, 0.727984)  0.2064
H (-3.713210, -0.046521, 1.408648)  0.0979
Cl (-3.725326, 1.492966, -2.150143)  -0.2602
Ge (-0.524686, 2.741316, -1.601833)  0.5326
Cl (-2.097421, 3.798796, -0.483401)  -0.2685
Cl (-0.680327, 3.795074, -3.414257)  -0.2512
C (-0.624469, -4.537476, -1.680620)  -1.5614
C (0.013882, -3.180454, -1.535330)  0.5419
O (-0.950915, -2.132132, -1.857122)  0.7822
P (-1.799465, -1.372173, -0.794016)  -1.7114
O (-1.005151, -0.332817, -0.059222)  -0.3155
Te (-3.899390, -0.816809, -1.948094)  0.1536
O (-2.431421, -2.425236, 0.195028)  0.1110
C (-1.872727, -2.855822, 1.476193)  0.5512
C (-2.935066, -3.644699, 2.192998)  -1.5024
H (0.119422, -5.308112, -1.476233)  0.4710
H (-0.986367, -4.677056, -2.698274)  0.3118
H (-1.457044, -4.670274, -0.990372)  0.2761
H (0.821607, -3.032104, -2.249069)  0.1758
H (0.408998, -3.002724, -0.532055)  0.0513
H (-1.583849, -1.962476, 2.028622)  -0.2021
H (-0.990077, -3.466993, 1.273001)  0.3380
H (-3.793954, -3.018291, 2.429526)  0.3283
H (-2.528850, -4.034200, 3.126291)  0.4008
H (-3.271780, -4.486505, 1.589498)  0.3797

Atoms 1-3, force components in eV/Å:
Re -0.20 -0.76 -1.04
N 0.07 0.00 0.12
C 0.02 -0.01 -0.04



(4)
This record from OMol25 describes a 2-piece molecular cluster, CH3Cl2FSi overall at a distorted geometry. The level of theory is ωB97M-V with the def2-TZVPD basis set.

Values from the calculation:
- HOMO energy (alpha / beta) (eV) = -10.016 / -8.099
- HOMO-LUMO gap (alpha / beta) (hartree) = 0.33670 / 0.27360
- spin multiplicity = 1

Each line ends with the Mulliken charge.
Atoms and positions in Å:
C (-0.901231, 0.305643, -0.784922)  -0.3024
F (-1.671726, 1.275042, -0.116640)  -0.2720
Si (0.493292, -0.219980, 0.584504)  0.3955
Cl (-0.342983, -1.091142, 2.093761)  -0.1349
Cl (1.719535, 1.211420, 1.177597)  -0.1541
H (-1.434395, -0.553601, -1.028063)  0.2866
H (-0.460125, 0.954021, -1.579808)  0.2310
H (2.597633, -1.881403, -0.346430)  -0.0498

Atoms 1-3, force components in eV/Å:
C 2.91 2.98 1.75
F -0.62 -0.54 0.26
Si 0.75 -0.67 -3.81



(5)
This record from OMol25 describes one molecule with the formula C3H5NO at a distorted geometry. The level of theory is ωB97M-V with the def2-TZVPD basis set.

Values from the calculation:
- HOMO energy (alpha / beta) (eV) = -10.193 / -9.745
- HOMO-LUMO gap (alpha / beta) (hartree) = 0.35219 / 0.28907
- spin multiplicity = 1

Each line ends with the Mulliken charge.
Atoms and positions in Å:
C (1.307679, 0.589885, 1.872584)  -0.3931
N (0.556483, 0.619840, 0.203755)  -0.3525
C (-0.438587, -0.212375, -0.126088)  0.6089
C (-0.752683, -0.273256, -1.630701)  -0.7823
O (-1.173821, -0.711587, 0.675443)  -0.4922
H (1.586312, 1.452839, 2.523487)  0.3263
H (1.356051, -0.407113, 2.340249)  0.2753
H (-0.960249, -1.340172, -1.785520)  0.2695
H (-1.600665, 0.310354, -1.831546)  0.2436
H (0.119480, -0.028415, -2.241662)  0.2965

Atoms 1-3, force components in eV/Å:
C -2.61 -1.18 -3.69
N 4.26 2.55 5.52
C -0.29 -0.24 -1.31



(6)
This record from OMol25 describes C48H45BaN7OPS3 as an isolated structure at a distorted geometry. The level of theory is ωB97M-V with the def2-TZVPD basis set.

Values from the calculation:
- HOMO energy (alpha / beta) (eV) = -4.487 / -4.487
- HOMO-LUMO gap (alpha / beta) (hartree) = 0.17298 / 0.17304
- net charge = -1
- spin multiplicity = 1

Each line ends with the Mulliken charge.
Atoms and positions in Å:
Ba (0.336341, 1.128231, 0.868501)  1.1363
C (0.070486, -2.556391, 3.204496)  -0.7416
C (0.705745, -3.173098, 1.951049)  -0.5397
C (1.270562, -2.210516, 0.912740)  0.9314
N (1.819188, -1.075248, 1.360755)  0.3091
C (3.133474, -0.891076, 1.529217)  0.1705
C (4.021173, -1.965364, 1.404774)  -0.1223
C (5.340369, -2.149094, 1.831955)  -0.6209
C (6.113115, -1.348995, 2.632842)  -0.5530
C (5.737381, -0.085251, 3.120514)  -0.6641
C (4.660393, 0.694237, 2.808398)  -0.7501
C (3.542643, 0.489302, 1.914780)  0.7597
N (2.788988, 1.450572, 1.479808)  -0.1869
C (3.153065, 2.828736, 1.774805)  -1.6869
C (2.535870, 3.333783, 3.092922)  -0.1924
C (1.039477, 3.670278, 2.977133)  -1.5626
N (0.203510, 2.484004, 2.981928)  0.9981
C (-0.528429, 2.144727, 4.007396)  0.5218
C (-0.478768, 2.841769, 5.263505)  -1.2141
C (-1.328737, 2.888163, 6.341677)  -0.4491
C (-2.506444, 2.182177, 6.593577)  -0.6651
C (-2.987881, 1.153133, 5.810187)  -0.6408
C (-2.476418, 0.587693, 4.649434)  -0.6864
C (-1.395539, 0.928160, 3.796841)  0.6967
N (-1.075919, 0.212105, 2.742102)  0.2308
C (-1.811602, -0.962246, 2.366478)  0.2976
C (-1.427443, -2.238261, 3.129898)  -0.5847
H (0.620910, -1.653507, 3.476639)  0.1816
H (0.206794, -3.270038, 4.019974)  0.4744
H (0.026486, -3.891525, 1.477953)  0.5439
H (1.594201, -3.740305, 2.255146)  0.3246
H (0.236735, -1.829081, 0.274208)  -3.0752
H (1.791665, -2.718628, 0.085424)  1.2324
H (3.597324, -2.825171, 0.897146)  0.3421
H (5.779381, -3.100457, 1.549298)  0.3470
H (7.076559, -1.733990, 2.945463)  0.3114
H (6.431709, 0.361966, 3.825539)  0.3409
H (4.641932, 1.646902, 3.320519)  0.2362
H (2.778036, 3.453001, 0.956966)  0.5173
H (4.239027, 2.955673, 1.801650)  0.5213
H (3.077799, 4.229888, 3.410373)  0.4231
H (2.663532, 2.571514, 3.867538)  0.3801
H (0.875883, 4.173960, 2.015092)  0.1268
H (0.774668, 4.391451, 3.752783)  0.6182
H (0.379368, 3.492731, 5.364217)  0.2688
H (-1.037807, 3.591895, 7.116287)  0.3139
H (-3.059270, 2.430592, 7.491191)  0.3005
H (-3.892650, 0.676798, 6.176812)  0.2914
H (-3.047137, -0.268047, 4.308818)  0.1269
H (-1.615522, -1.128304, 1.295906)  -1.2555
H (-2.898302, -0.827366, 2.439103)  0.6375
H (-1.965808, -3.085082, 2.685120)  0.4405
H (-1.790560, -2.132901, 4.154514)  0.3930
C (-3.827352, -1.288481, -2.027126)  -0.5991
C (-3.953695, -0.215559, -1.155428)  -0.5872
C (-3.053541, 0.848187, -1.206693)  -0.2342
C (-2.006728, 0.838851, -2.125431)  0.6621
C (-1.871425, -0.263851, -2.979579)  -0.3772
C (-2.782424, -1.307903, -2.946836)  -0.8467
P (-0.743936, 2.173793, -2.291619)  0.5877
C (-1.086090, 2.679883, -4.029003)  -0.1188
C (-0.017451, 3.143235, -4.792595)  -0.5698
C (-0.209582, 3.575586, -6.099668)  -0.6432
C (-1.477346, 3.542172, -6.660085)  -0.4217
C (-2.551288, 3.077343, -5.909489)  -0.7161
C (-2.356976, 2.649368, -4.604546)  0.0969
C (-1.470387, 3.506399, -1.273923)  0.0491
C (-2.120920, 4.631377, -1.792996)  -0.7613
C (-2.638309, 5.581785, -0.922489)  -0.6701
C (-2.515780, 5.392222, 0.449117)  -0.9441
C (-1.847171, 4.271951, 0.942585)  -0.4873
C (-1.267228, 3.301046, 0.107060)  0.6747
H (-4.534938, -2.109073, -1.990012)  0.3624
H (-4.768700, -0.192762, -0.440744)  0.4233
H (-3.164869, 1.689009, -0.531650)  0.3945
H (-1.051979, -0.284865, -3.690097)  0.3587
H (-2.669807, -2.144203, -3.628264)  0.4592
H (0.975761, 3.152256, -4.356443)  0.4135
H (0.631919, 3.929228, -6.683180)  0.3906
H (-1.630376, 3.869668, -7.681236)  0.3712
H (-3.543631, 3.048702, -6.343768)  0.3865
H (-3.198866, 2.288749, -4.024893)  0.4321
H (-2.223729, 4.774470, -2.864291)  0.2902
H (-3.140880, 6.460296, -1.313642)  0.3633
H (-2.932938, 6.127203, 1.133160)  0.3685
H (-1.766458, 4.166200, 2.025398)  0.2655
O (-1.240796, -2.883886, -0.745385)  -0.1912
N (-0.861578, -1.853446, -0.530863)  0.9838
S (0.586411, -3.289488, -6.903714)  -0.4426
C (0.934852, -2.858066, -5.333660)  0.3636
S (1.278431, -1.207823, -4.925520)  -0.1900
C (1.521685, -1.624236, -3.218802)  0.0374
N (1.335063, -2.894249, -3.019522)  -0.6273
N (1.010371, -3.586847, -4.186734)  0.4045
C (0.805530, -4.991162, -4.002065)  0.4073
C (0.505821, -5.863153, -5.047356)  -0.4937
C (0.316844, -7.216123, -4.791787)  -0.7547
C (0.419859, -7.728813, -3.510828)  -0.4018
C (0.720579, -6.861429, -2.469424)  -0.7390
C (0.912005, -5.510891, -2.704617)  0.0317
S (1.895512, -0.447423, -2.061181)  -0.1679
H (0.419516, -5.492651, -6.053551)  0.1729
H (0.085931, -7.873307, -5.621321)  0.3638
H (0.269614, -8.784980, -3.323938)  0.3718
H (0.811753, -7.236953, -1.457267)  0.3620
H (1.150202, -4.840841, -1.895447)  0.5826

Atoms 1-3, force components in eV/Å:
Ba -0.75 -0.21 -2.43
C -0.03 -0.02 -0.09
C -0.35 0.16 0.00



E_tot values, unit eV, following the record order: -15233.205 -8543.246 -184250.607 -36723.882 -6724.219 -105468.312.
ΔE to the lowest compared entry with this formula, charge and spin values, unit eV, following the record order: 0.547 0.453 1.852 7.030 5.353 5.172.